Record 1
{"formula": "C26H23BClI2N6O3Re", "method": "the ωB97M-V functional and the def2-TZVPD basis", "total_charge": 1, "orbital_gap_ev": [5.4431, 6.0203], "multiplicity": 2, "homo_energy_ha": [-0.3844, -0.3860], "e_lumo_ha": [-0.18439, -0.16473], "symbols": ["Re", "I", "C", "C", "C", "I", "C", "O", "C", "C", "N", "C", "C", "C", "C", "C", "C", "N", "C", "H", "H", "H", "H", "H", "H", "H", "H", "H", "H", "H", "B", "N", "C", "C", "C", "N", "N", "C", "C", "C", "N", "H", "H", "H", "H", "H", "H", "H", "H", "Cl", "C", "C", "C", "C", "O", "C", "C", "O", "C", "H", "H", "H", "H"], "xyz": [[-0.45, 0.17, -0.58], [0.07, 2.71, 6.71], [-0.13, 2.42, 4.63], [0.31, 3.40, 3.75], [0.17, 3.18, 2.40], [0.82, 4.61, 1.01], [-0.38, 1.99, 1.87], [-0.41, 1.84, 0.59], [-0.87, 1.03, 2.81], [-1.67, -0.16, 2.34], [-1.02, -1.05, 1.35], [-0.01, -1.94, 1.94], [1.26, -1.20, 2.25], [2.16, -1.65, 3.21], [3.30, -0.90, 3.46], [3.49, 0.28, 2.74], [2.55, 0.63, 1.78], [1.47, -0.10, 1.55], [-0.73, 1.26, 4.16], [0.75, 4.32, 4.11], [-1.98, -0.74, 3.21], [-2.58, 0.24, 1.86], [-1.76, -1.66, 1.01], [-0.39, -2.43, 2.84], [0.21, -2.72, 1.20], [1.98, -2.57, 3.74], [4.02, -1.21, 4.19], [4.34, 0.91, 2.93], [2.67, 1.52, 1.18], [-1.11, 0.54, 4.87], [1.96, 2.21, -2.14], [2.28, 0.73, -1.89], [3.38, 0.10, -2.28], [3.36, -1.20, -1.78], [2.17, -1.26, -1.07], [1.54, -0.08, -1.15], [0.48, 2.33, -2.53], [-0.02, 3.30, -3.30], [-1.39, 3.11, -3.42], [-1.65, 1.97, -2.68], [-0.51, 1.52, -2.15], [2.15, 2.83, -1.14], [2.62, 2.61, -3.04], [4.12, 0.58, -2.89], [4.09, -1.96, -1.91], [1.74, -2.10, -0.56], [0.62, 4.06, -3.71], [-2.10, 3.71, -3.96], [-2.59, 1.48, -2.51], [-4.77, -4.70, -4.16], [-3.56, -3.75, -3.39], [-2.21, -4.05, -3.62], [-1.23, -3.31, -3.02], [-1.55, -2.21, -2.18], [-0.57, -1.55, -1.67], [-2.93, -1.91, -1.94], [-3.36, -0.83, -1.12], [-2.68, 0.02, -0.53], [-3.91, -2.71, -2.56], [-1.94, -4.88, -4.27], [-0.19, -3.52, -3.18], [-4.45, -0.76, -0.98], [-4.96, -2.50, -2.39]]}


Record 2
{"formula": "C33H68NO14P", "method": "the ωB97M-V functional and the def2-TZVPD basis", "total_charge": 0, "smiles": "CCOP(=O)(CC[C@H](OC)[C@H](OC)c1ccncc1)OCC.COCCOCCOC.COCCOCCOC.COCCOCCOC", "orbital_gap_ev": 9.3095, "homo_energy_ha": -0.3237, "e_lumo_ha": 0.01841, "symbols": ["C", "C", "O", "P", "O", "C", "C", "C", "O", "C", "C", "O", "C", "C", "C", "C", "N", "C", "C", "O", "C", "C", "H", "H", "H", "H", "H", "H", "H", "H", "H", "H", "H", "H", "H", "H", "H", "H", "H", "H", "H", "H", "H", "H", "H", "H", "H", "H", "C", "O", "C", "C", "O", "C", "C", "O", "C", "H", "H", "H", "H", "H", "H", "H", "H", "H", "H", "H", "H", "H", "H", "C", "O", "C", "C", "O", "C", "C", "O", "C", "H", "H", "H", "H", "H", "H", "H", "H", "H", "H", "H", "H", "H", "H", "C", "O", "C", "C", "O", "C", "C", "O", "C", "H", "H", "H", "H", "H", "H", "H", "H", "H", "H", "H", "H", "H", "H"], "xyz": [[4.11, -4.92, -2.92], [2.64, -5.13, -2.56], [2.26, -4.22, -1.48], [0.89, -3.42, -1.62], [0.50, -2.94, -0.30], [-0.43, -4.51, -2.21], [-1.69, -3.66, -2.29], [-2.76, -4.21, -3.21], [-2.16, -4.69, -4.41], [-2.70, -5.90, -4.89], [-3.81, -3.15, -3.57], [-3.28, -1.83, -3.47], [-3.73, -1.00, -4.52], [-5.08, -3.26, -2.76], [-5.87, -4.39, -2.79], [-7.02, -4.43, -2.05], [-7.50, -3.44, -1.28], [-6.72, -2.36, -1.29], [-5.54, -2.22, -1.98], [1.02, -2.19, -2.64], [2.27, -1.93, -3.28], [2.23, -0.56, -3.89], [4.53, -4.09, -2.39], [4.19, -4.71, -3.98], [4.68, -5.82, -2.72], [2.04, -4.90, -3.43], [2.46, -6.14, -2.23], [-0.13, -4.94, -3.16], [-0.52, -5.32, -1.48], [-2.11, -3.61, -1.29], [-1.42, -2.64, -2.55], [-3.28, -5.01, -2.68], [-3.52, -5.72, -5.60], [-3.04, -6.56, -4.10], [-1.92, -6.41, -5.44], [-4.07, -3.32, -4.61], [-3.26, -1.28, -5.46], [-3.47, 0.02, -4.28], [-4.81, -1.05, -4.62], [-5.59, -5.25, -3.38], [-7.61, -5.34, -2.07], [-7.06, -1.52, -0.70], [-4.97, -1.31, -1.90], [3.10, -1.99, -2.58], [2.47, -2.65, -4.07], [3.20, -0.32, -4.32], [2.02, 0.18, -3.12], [1.49, -0.48, -4.67], [-4.76, 2.91, 2.67], [-3.72, 1.97, 2.54], [-3.74, 1.02, 3.60], [-2.86, -0.17, 3.26], [-3.47, -1.13, 2.41], [-3.58, -0.80, 1.03], [-2.27, -0.89, 0.28], [-1.51, 0.29, 0.48], [-0.15, 0.11, 0.10], [-4.69, 3.45, 3.62], [-4.67, 3.62, 1.85], [-5.74, 2.42, 2.60], [-4.76, 0.67, 3.78], [-3.36, 1.50, 4.51], [-2.66, -0.70, 4.19], [-1.90, 0.16, 2.85], [-4.04, 0.19, 0.89], [-4.26, -1.54, 0.62], [-2.47, -1.00, -0.79], [-1.71, -1.77, 0.63], [0.32, -0.65, 0.73], [0.36, 1.06, 0.24], [-0.07, -0.19, -0.95], [7.70, 5.21, -2.06], [6.32, 4.96, -1.95], [5.81, 4.31, -3.10], [4.44, 3.74, -2.83], [4.46, 2.49, -2.15], [4.76, 2.52, -0.76], [3.61, 2.99, 0.10], [3.53, 4.40, 0.11], [2.29, 4.85, 0.62], [7.92, 5.84, -2.93], [8.01, 5.73, -1.16], [8.26, 4.27, -2.14], [6.48, 3.50, -3.41], [5.73, 5.05, -3.92], [3.97, 3.53, -3.79], [3.81, 4.46, -2.30], [5.66, 3.10, -0.56], [4.97, 1.48, -0.49], [3.77, 2.64, 1.13], [2.67, 2.56, -0.28], [1.46, 4.52, -0.01], [2.31, 5.94, 0.62], [2.14, 4.50, 1.65], [0.74, 2.01, 2.70], [1.08, 2.58, 3.94], [0.28, 3.72, 4.22], [0.39, 4.10, 5.68], [-0.45, 3.33, 6.53], [-0.01, 2.01, 6.81], [1.12, 1.94, 7.82], [2.37, 2.20, 7.20], [3.38, 2.48, 8.14], [0.87, 2.72, 1.88], [1.39, 1.15, 2.54], [-0.30, 1.65, 2.71], [-0.77, 3.52, 3.97], [0.64, 4.56, 3.60], [0.02, 5.13, 5.78], [1.42, 4.08, 6.02], [0.26, 1.47, 5.90], [-0.87, 1.51, 7.25], [1.15, 0.94, 8.26], [0.93, 2.68, 8.61], [3.14, 3.39, 8.71], [4.30, 2.64, 7.59], [3.51, 1.64, 8.83]]}


Record 3
{"formula": "C3H8IN2", "method": "the ωB97M-V functional and the def2-TZVPD basis", "total_charge": 1, "orbital_gap_ev": 9.6807, "homo_energy_ha": -0.5053, "e_lumo_ha": -0.14958, "symbols": ["C", "C", "C", "N", "N", "I", "H", "H", "H", "H", "H", "H", "H", "H"], "xyz": [[0.21, -0.84, 1.14], [-0.50, -1.07, -0.24], [0.42, 1.11, -0.12], [1.06, 0.21, 0.68], [-0.42, 0.20, -1.03], [1.51, 2.50, -1.40], [-0.49, -0.53, 2.05], [0.74, -1.67, 1.69], [0.02, -1.89, -0.76], [-1.58, -1.26, -0.06], [-0.59, 1.93, 0.52], [1.73, 0.62, 1.39], [0.19, 0.08, -1.83], [-1.40, 0.60, -1.39]]}


Record 4
{"formula": "C2H6I2N2OP", "method": "the ωB97M-V functional and the def2-TZVPD basis", "total_charge": 1, "orbital_gap_ev": 8.2624, "homo_energy_ha": -0.4630, "e_lumo_ha": -0.15933, "symbols": ["C", "C", "N", "N", "O", "P", "I", "I", "H", "H", "H", "H", "H", "H"], "xyz": [[1.77, 1.07, -0.12], [-0.34, -0.19, -0.35], [1.12, -0.18, -0.15], [-0.98, 0.88, 0.63], [1.18, 2.07, -0.27], [-1.07, -1.88, 0.16], [3.87, 0.99, 0.04], [2.15, -1.93, -0.06], [-0.54, -0.02, -1.39], [-1.92, 1.07, 0.29], [-0.62, 1.82, 0.67], [-1.16, 0.36, 1.58], [-2.52, -1.39, 0.04], [-0.96, -2.67, -1.07]]}


Record 5
{"formula": "C4H10O2S", "method": "the ωB97M-V functional and the def2-TZVPD basis", "total_charge": 0, "smiles": "O=CCCCS.O", "orbital_gap_ev": 9.0883, "homo_energy_ha": -0.3170, "e_lumo_ha": 0.01703, "symbols": ["O", "C", "C", "C", "C", "S", "H", "H", "H", "H", "H", "H", "H", "H", "H", "H", "O"], "xyz": [[-1.29, -1.90, -1.81], [-1.27, -2.22, -0.62], [-0.30, -1.55, 0.46], [0.41, -0.43, -0.15], [1.45, 0.25, 0.83], [2.45, 1.62, 0.13], [-1.78, -3.11, -0.06], [-0.92, -1.13, 1.21], [0.24, -2.39, 0.93], [-0.34, 0.33, -0.49], [1.02, -0.57, -1.06], [0.80, 0.78, 1.54], [2.09, -0.55, 1.32], [1.30, 2.26, -0.48], [-1.38, 2.64, -1.31], [-1.57, 3.21, 0.04], [-0.93, 2.76, -0.48]]}


Record 6
{"formula": "C4H36NO15S", "method": "the ωB97M-V functional and the def2-TZVPD basis", "total_charge": -1, "orbital_gap_ev": 6.8784, "homo_energy_ha": -0.1669, "e_lumo_ha": 0.08588, "symbols": ["C", "C", "S", "C", "N", "C", "O", "H", "H", "H", "H", "H", "H", "H", "H", "H", "H", "O", "H", "H", "O", "H", "H", "O", "H", "H", "O", "H", "H", "O", "H", "H", "O", "H", "H", "O", "H", "H", "O", "H", "H", "O", "H", "H", "O", "H", "H", "O", "H", "H", "O", "H", "H", "O", "H", "H", "O"], "xyz": [[-1.67, -1.60, 0.66], [-1.21, -0.22, 0.59], [-2.72, 0.94, 0.84], [-0.50, -2.50, 0.43], [0.25, -3.07, 1.38], [0.21, -2.64, 2.76], [-0.14, -2.91, -0.72], [-2.24, -1.96, 1.69], [-2.54, -1.73, 0.03], [-0.40, 0.15, 1.31], [-0.66, -0.06, -0.37], [1.25, -3.30, 1.17], [-0.81, -2.42, 3.18], [0.98, -1.95, 2.84], [0.55, -3.62, 3.36], [0.22, 1.23, -1.74], [0.76, 1.19, -0.16], [0.82, 0.83, -1.06], [-0.97, 2.57, 1.83], [-0.61, 2.98, 0.48], [-0.26, 2.96, 1.35], [4.13, -0.40, -2.67], [3.06, 0.62, -2.20], [3.94, 0.54, -2.68], [1.13, -1.18, -1.98], [1.21, -2.65, -2.05], [1.72, -1.96, -2.08], [-1.82, 1.35, 2.70], [-2.41, 1.46, 4.14], [-1.64, 1.57, 3.73], [0.26, 1.52, -3.97], [-0.62, 2.16, -2.74], [-0.49, 1.33, -3.31], [3.78, 0.08, 1.01], [2.73, -0.70, 1.83], [3.66, -0.70, 1.53], [3.40, -1.95, 0.62], [2.49, -2.58, -0.69], [3.00, -2.76, 0.16], [-1.51, 3.42, -1.56], [-1.76, 3.88, -2.87], [-0.92, 3.60, -2.37], [-2.62, 1.29, -1.91], [-3.92, 1.89, -1.91], [-3.05, 2.17, -1.90], [-1.98, -1.12, -1.93], [-2.06, -0.58, -3.29], [-2.53, -0.94, -2.62], [0.67, 1.27, 3.85], [0.96, 2.58, 3.13], [1.36, 1.72, 3.32], [2.99, 2.94, 2.21], [2.64, 3.32, 0.77], [3.40, 2.93, 1.32], [-3.60, -2.39, -1.65], [-2.52, -3.33, -2.06], [-3.39, -3.28, -1.72]]}


Record 7
{"formula": "C46H40BrClKN4O6Sb", "method": "the ωB97M-V functional and the def2-TZVPD basis", "total_charge": -2, "orbital_gap_ev": 6.2286, "homo_energy_ha": -0.0799, "e_lumo_ha": 0.14895, "symbols": ["K", "O", "C", "C", "C", "C", "C", "C", "C", "O", "N", "N", "C", "C", "Br", "C", "C", "C", "C", "C", "C", "C", "H", "H", "H", "H", "H", "H", "H", "H", "H", "H", "H", "H", "H", "H", "O", "Cl", "O", "O", "O", "C", "N", "C", "C", "C", "C", "C", "N", "C", "C", "C", "C", "C", "C", "H", "H", "H", "H", "H", "H", "H", "H", "H", "H", "H", "C", "C", "C", "C", "C", "C", "Sb", "C", "C", "C", "C", "C", "C", "C", "C", "C", "C", "C", "C", "H", "H", "H", "H", "H", "H", "H", "H", "H", "H", "H", "H", "H", "H", "H"], "xyz": [[-0.01, -0.22, 0.05], [3.73, 2.25, -4.35], [4.14, 0.96, -4.14], [5.35, 0.56, -4.70], [5.80, -0.73, -4.48], [5.07, -1.61, -3.70], [3.86, -1.20, -3.16], [3.37, 0.07, -3.39], [1.98, 0.47, -2.88], [1.32, -0.49, -2.22], [2.23, 1.70, -2.05], [1.07, 2.30, -1.63], [1.12, 2.94, -0.53], [-0.04, 3.58, 0.07], [-1.72, 3.24, -0.75], [0.00, 4.28, 1.20], [1.26, 4.62, 1.91], [2.27, 5.33, 1.27], [3.45, 5.63, 1.93], [3.63, 5.22, 3.25], [2.63, 4.52, 3.89], [1.44, 4.23, 3.24], [3.09, 2.44, -3.63], [5.92, 1.27, -5.28], [6.74, -1.05, -4.92], [5.43, -2.62, -3.53], [3.24, -1.87, -2.57], [1.41, 0.87, -3.74], [2.84, 1.47, -1.26], [2.04, 2.98, 0.06], [-0.93, 4.59, 1.66], [2.13, 5.63, 0.24], [4.24, 6.17, 1.41], [4.56, 5.44, 3.76], [2.77, 4.17, 4.91], [0.68, 3.65, 3.74], [3.74, -0.32, 2.69], [2.43, 0.25, 2.64], [2.20, 1.08, 3.80], [1.42, -0.79, 2.59], [2.29, 1.06, 1.43], [-1.24, 1.53, 3.22], [-1.67, 0.84, 2.01], [-2.76, 0.17, 2.02], [-3.34, -0.49, 0.88], [-4.59, -1.14, 0.88], [-4.79, -1.57, -0.44], [-3.65, -1.16, -1.14], [-2.77, -0.52, -0.36], [-1.67, 0.93, 4.54], [-2.73, 1.44, 5.27], [-3.12, 0.86, 6.47], [-2.45, -0.25, 6.95], [-1.38, -0.77, 6.22], [-0.99, -0.19, 5.03], [-1.60, 2.57, 3.17], [-0.15, 1.58, 3.20], [-3.36, 0.08, 2.94], [-5.25, -1.25, 1.73], [-5.64, -2.10, -0.84], [-3.44, -1.30, -2.20], [-3.26, 2.31, 4.89], [-3.96, 1.27, 7.02], [-2.75, -0.71, 7.88], [-0.84, -1.64, 6.59], [-0.15, -0.58, 4.46], [3.23, -3.31, -6.31], [2.89, -4.23, -5.33], [1.89, -3.94, -4.42], [1.20, -2.72, -4.47], [1.55, -1.81, -5.46], [2.56, -2.10, -6.37], [-0.30, -2.30, -2.99], [-1.63, -3.84, -3.86], [-1.46, -4.50, -5.08], [-2.36, -5.46, -5.53], [-3.47, -5.78, -4.76], [-3.67, -5.14, -3.54], [-2.75, -4.19, -3.10], [-1.26, -0.73, -4.10], [-1.31, 0.56, -3.58], [-1.92, 1.59, -4.28], [-2.50, 1.35, -5.51], [-2.47, 0.07, -6.05], [-1.85, -0.96, -5.34], [4.03, -3.53, -7.01], [3.41, -5.18, -5.27], [1.63, -4.67, -3.66], [1.04, -0.85, -5.52], [2.83, -1.36, -7.12], [-0.60, -4.27, -5.70], [-2.20, -5.95, -6.48], [-4.19, -6.52, -5.11], [-4.53, -5.38, -2.93], [-2.92, -3.71, -2.14], [-0.85, 0.77, -2.62], [-1.94, 2.58, -3.84], [-2.98, 2.15, -6.06], [-2.92, -0.13, -7.01], [-1.84, -1.96, -5.77]]}


Record 8
{"formula": "C18H23N3O5S", "method": "the ωB97M-V functional and the def2-TZVPD basis", "total_charge": 0, "smiles": "COCCN(CCOC)S(=O)(=O)c1ccc(C(=O)Nc2ccncc2)cc1", "orbital_gap_ev": 9.3591, "homo_energy_ha": -0.3459, "e_lumo_ha": -0.00193, "symbols": ["C", "H", "O", "C", "C", "N", "S", "O", "O", "C", "C", "C", "C", "C", "C", "H", "H", "C", "O", "N", "C", "C", "C", "N", "C", "C", "H", "H", "H", "H", "H", "H", "H", "C", "H", "C", "O", "C", "H", "H", "H", "H", "H", "H", "H", "H", "H", "H", "H", "H"], "xyz": [[-0.44, -1.13, -2.83], [0.32, -0.42, -3.14], [-1.60, -0.38, -2.57], [-2.67, -1.17, -2.10], [-3.90, -0.29, -1.83], [-3.63, 0.91, -1.07], [-3.14, 0.62, 0.50], [-3.84, -0.56, 0.91], [-3.34, 1.81, 1.28], [-1.38, 0.23, 0.51], [-0.43, 1.15, 0.11], [0.90, 0.79, 0.12], [1.29, -0.47, 0.57], [0.33, -1.38, 0.99], [-1.01, -1.03, 0.96], [-1.79, -1.71, 1.27], [0.61, -2.37, 1.32], [2.75, -0.81, 0.53], [3.47, -0.45, -0.38], [3.16, -1.54, 1.61], [4.43, -2.03, 1.89], [5.52, -1.91, 1.03], [6.73, -2.45, 1.43], [6.92, -3.08, 2.58], [5.88, -3.19, 3.39], [4.63, -2.70, 3.11], [3.81, -2.82, 3.81], [6.07, -3.71, 4.32], [7.60, -2.37, 0.79], [5.41, -1.40, 0.09], [2.47, -1.71, 2.33], [1.66, 1.48, -0.22], [-0.75, 2.14, -0.20], [-3.14, 2.04, -1.84], [-2.09, 1.92, -2.12], [-3.31, 3.37, -1.11], [-2.09, 3.73, -0.50], [-2.23, 4.67, 0.55], [-2.84, 4.24, 1.35], [-1.23, 4.88, 0.91], [-2.70, 5.59, 0.18], [-3.60, 4.16, -1.82], [-4.10, 3.28, -0.35], [-3.73, 2.07, -2.76], [-4.62, -0.88, -1.26], [-4.35, 0.01, -2.78], [-2.38, -1.68, -1.17], [-2.93, -1.94, -2.84], [-0.09, -1.65, -1.93], [-0.61, -1.86, -3.62]]}